a:
ORCA calculation (wB97M-V/def2-TZVPD) on C16H16BrN12O5ReS2 as an isolated structure.

Each line ends with the Löwdin spin population.
Atoms and positions in Å:
1 Re 0.46441 0.49848 0.46821  0.8527
2 N 1.85627 0.52581 -1.23522  0.0249
3 C 3.14350 -0.09109 -0.90804  -0.0003
4 C 3.40442 0.08274 0.56987  -0.0023
5 O 4.52929 0.23710 1.00011  -0.0075
6 N 2.25691 0.04445 1.33523  -0.0129
7 C 2.40717 0.58596 2.67458  0.0006
8 C 1.71452 1.98310 2.66333  0.0051
9 O 1.94101 2.79742 3.52755  0.0181
10 O 0.91305 2.12290 1.64785  0.0426
11 H 1.40514 0.04488 -2.01270  0.0012
12 H 1.92620 1.51507 -1.48559  0.0070
13 H 3.97143 0.33881 -1.46966  -0.0002
14 H 3.08804 -1.15875 -1.11400  0.0000
15 H 3.45473 0.69250 2.93723  0.0003
16 H 1.88435 -0.01899 3.40882  -0.0001
17 N -2.29174 -1.60445 0.79681  0.0015
18 C -1.72782 -1.45377 -0.43586  -0.0001
19 N -2.29445 -1.83631 -1.56260  0.0013
20 N -1.39758 -1.53303 -2.51689  -0.0002
21 N -0.35583 -0.99642 -2.01390  0.0056
22 N -0.50017 -0.93902 -0.66048  0.0010
23 C -1.69991 -1.18237 1.95384  0.0114
24 N -2.02828 -1.62708 3.14886  0.0011
25 N -1.17811 -1.00690 3.99006  0.0163
26 N -0.37793 -0.23950 3.35378  0.0052
27 N -0.67649 -0.30106 2.03225  0.0185
28 H -3.19755 -2.03633 0.85614  0.0002
29 S 1.92991 -3.50028 -0.80528  0.0001
30 C 1.46453 -3.66428 0.76224  0.0001
31 N 0.22334 -3.97827 1.15906  0.0000
32 C 0.00749 -4.35757 2.54460  0.0000
33 C 1.16569 -3.76018 3.34049  0.0001
34 S 2.52499 -3.50553 2.14400  0.0000
35 H -0.48018 -4.14195 0.45585  0.0000
36 H -0.01144 -5.44928 2.63470  0.0000
37 H -0.94103 -3.95613 2.89901  0.0000
38 H 1.51223 -4.42887 4.12387  0.0000
39 H 0.90516 -2.79880 3.77879  0.0001
40 Br -4.45587 1.68486 -5.02097  0.0000
41 C -3.25771 2.83541 -4.08841  0.0000
42 C -3.29940 4.19293 -4.35586  -0.0001
43 C -2.40713 5.03201 -3.70344  0.0000
44 C -1.49048 4.51365 -2.80343  -0.0002
45 C -1.48059 3.15182 -2.53114  -0.0006
46 C -2.36641 2.29800 -3.17748  -0.0001
47 C -0.44464 2.59437 -1.58696  0.0013
48 O 0.70355 3.03776 -1.65967  0.0031
49 O -0.88194 1.68518 -0.79667  0.0049
50 H -4.01179 4.58983 -5.06572  0.0000
51 H -2.42633 6.09370 -3.91413  0.0000
52 H -0.77350 5.15286 -2.30618  0.0000
53 H -2.34300 1.23464 -2.97685  0.0000

Summary:
E_HOMO (alpha / beta) = -6.067 / -5.803 eV
net charge = -1
2S+1 = 2

=====

b:
ORCA calculation (wB97M-V/def2-TZVPD) on C16H16BrN12O5ReS2 as an isolated structure.

Each line ends with the Löwdin spin population.
Atoms and positions in Å:
1 Re -0.00026 0.27183 -0.28557  0.8706
2 N 1.71830 0.16405 -1.70155  0.0095
3 C 2.95839 -0.24723 -1.01294  0.0008
4 C 2.83316 -0.05079 0.48604  0.0001
5 O 3.81812 0.19771 1.15031  -0.0033
6 N 1.55600 -0.19103 0.95909  0.0021
7 C 1.36202 0.30630 2.30209  0.0096
8 C 0.81608 1.75817 2.14392  0.0010
9 O 0.80335 2.50565 3.09698  -0.0002
10 O 0.42426 2.02124 0.94006  0.0005
11 H 1.52186 -0.48058 -2.46159  0.0003
12 H 1.82022 1.10083 -2.09218  0.0021
13 H 3.81493 0.33158 -1.35600  -0.0002
14 H 3.15029 -1.30431 -1.19041  -0.0001
15 H 2.28739 0.33572 2.87084  0.0008
16 H 0.60335 -0.27116 2.82760  0.0006
17 N -2.90939 0.72864 -2.28646  0.0093
18 C -2.70000 -0.50808 -1.74728  0.0016
19 N -3.63797 -1.43369 -1.69951  0.0013
20 N -3.05825 -2.48123 -1.11812  0.0016
21 N -1.84149 -2.21844 -0.82973  0.0009
22 N -1.53608 -0.96396 -1.21661  0.0026
23 C -1.87106 1.58177 -2.50285  0.0164
24 N -1.82212 2.56046 -3.38367  0.0001
25 N -0.58324 3.06310 -3.27323  0.0239
26 N 0.08381 2.44401 -2.37547  -0.0019
27 N -0.70750 1.48598 -1.83505  0.0135
28 H -3.77334 0.87759 -2.77952  0.0002
29 S 1.61728 -3.35832 -0.61121  0.0032
30 C 1.01216 -3.58499 0.92596  0.0009
31 N -0.25333 -3.68001 1.24211  0.0003
32 C -0.61621 -3.96614 2.61605  0.0001
33 C 0.63918 -3.82390 3.47588  0.0001
34 S 2.05552 -3.79951 2.31918  0.0005
35 H -0.95896 -3.37540 0.54660  0.0001
36 H -1.01794 -4.98430 2.66560  0.0000
37 H -1.39265 -3.27281 2.93950  0.0000
38 H 0.77136 -4.65708 4.16131  0.0000
39 H 0.65191 -2.88445 4.02571  0.0000
40 Br -6.32793 2.86707 3.89198  0.0001
41 C -4.90986 2.53632 2.66634  -0.0001
42 C -4.64791 3.47220 1.67980  0.0002
43 C -3.59654 3.24673 0.80660  0.0009
44 C -2.82896 2.09985 0.92597  0.0060
45 C -3.11393 1.16311 1.90947  0.0009
46 C -4.16612 1.38106 2.79418  0.0003
47 C -2.29325 -0.09394 2.09780  0.0031
48 O -2.62527 -0.88919 2.96772  0.0022
49 O -1.26213 -0.27985 1.34295  0.0125
50 H -5.24741 4.36834 1.60523  0.0000
51 H -3.36050 3.97544 0.04286  0.0000
52 H -1.99019 1.95176 0.26517  0.0047
53 H -4.36576 0.65003 3.56387  0.0000

Summary:
E_HOMO (alpha / beta) = -6.176 / -6.041 eV
net charge = -1
2S+1 = 2

=====

a wins, 106.4 kJ/mol ahead of the next structure.